Entry 1:
Entry from the OMol25 dataset: a structure of composition C21H30Cl2N7O3S2Tl (wB97M-V/def2-TZVPD).

The HOMO-LUMO gap (alpha / beta) is 6.56 / 5.03 eV. As for the lowest unoccupied orbital energy (alpha / beta): -7.280 / -7.846 eV. For the energy above the lowest of the compared OMol25 structures with the same formula, charge and spin, the calculation gives 186.4 kJ/mol. Its total energy is -90230.6877 eV. Its total charge is +2. The value obtained for the HOMO energy (alpha / beta) is -0.509 / -0.473 Ha.

Each line ends with the Löwdin charge.
Element x y z (Å)
Tl -0.31327 -0.09309 0.03715  0.939
N -2.47872 -1.16596 -1.02599  -0.029
C -3.54569 -0.15990 -1.15035  -0.222
C -3.67710 0.62413 0.14677  -0.200
N -2.47537 1.40282 0.43153  -0.134
C -2.37757 2.74407 -0.13622  -0.177
C -1.57070 2.77070 -1.42893  -0.216
N -0.26006 2.17379 -1.19971  -0.012
H -2.76291 -1.90814 -0.39395  0.090
H -2.26815 -1.58895 -1.92288  0.089
H -3.28115 0.50805 -1.96852  0.106
H -4.51066 -0.61046 -1.39054  0.129
H -4.56373 1.26097 0.08159  0.131
H -3.83193 -0.07428 0.97175  0.112
H -2.26315 1.41355 1.41863  0.042
H -3.36773 3.16555 -0.33004  0.132
H -1.87649 3.38328 0.59244  0.128
H -2.06787 2.20875 -2.21863  0.101
H -1.50954 3.81174 -1.75482  0.130
H 0.21843 1.90404 -2.05037  0.051
H 0.33493 2.76747 -0.63500  0.074
C 2.15884 -4.47370 3.44305  0.014
C 1.21729 -3.36291 3.71807  -0.308
N 0.89843 -2.90252 4.88221  0.157
N 0.00725 -1.89512 4.61225  0.050
C -0.24209 -1.72001 3.31988  -0.718
S -1.29383 -0.58897 2.62962  0.689
N 0.54014 -2.66305 2.72715  -0.081
N 0.57043 -2.88516 1.35698  0.101
H 2.54794 -4.83835 4.39007  0.098
H 2.99350 -4.13850 2.82560  0.092
H 1.65690 -5.29497 2.93023  0.093
H -0.40914 -1.37859 5.37073  0.169
H 1.51133 -2.78442 0.99059  0.062
H 0.18674 -3.79794 1.14391  0.121
Cl 2.67193 -3.44997 -6.62422  0.830
C 2.12927 -2.52148 -5.31905  -0.623
C 1.20530 -1.49085 -5.54131  -0.094
C 0.79412 -0.72960 -4.48544  -0.544
Cl -0.33790 0.52981 -4.71003  0.805
C 1.32954 -0.92095 -3.13265  -0.356
O 1.08615 -0.09938 -2.23992  -0.081
C 2.20174 -2.07677 -2.94554  -0.080
C 2.64450 -2.53992 -1.60346  -0.152
O 2.33610 -2.04055 -0.54779  0.010
C 2.59777 -2.81695 -4.01574  -0.024
H 0.83158 -1.30502 -6.53941  0.126
H 3.28685 -3.43895 -1.62826  0.142
H 3.27614 -3.65163 -3.87835  0.129
C 2.73311 1.73983 3.20556  -0.208
S 2.22226 2.12066 1.53816  0.951
O 0.74430 1.73443 1.48811  -0.677
C 2.27074 3.88064 1.62022  -0.427
C 1.30794 4.57574 2.34315  -0.077
C 1.42536 5.95021 2.45055  -0.052
C 2.49401 6.60945 1.84667  -0.048
C 3.44221 5.90346 1.12051  -0.054
C 3.33066 4.52411 0.99603  -0.078
H 2.12651 2.32112 3.89899  0.070
H 3.79107 1.98203 3.31213  0.075
H 2.57230 0.67127 3.35004  0.053
H 0.47764 4.04854 2.79832  0.115
H 0.68883 6.51145 3.01165  0.117
H 2.57984 7.68413 1.93869  0.118
H 4.26684 6.42280 0.65026  0.117
H 4.05408 3.95917 0.41948  0.113

Forces on the atoms, in the same order (eV/Å):
-0.4 0.7 0.1
0.1 0.1 0.0
0.0 0.0 0.1
0.0 0.1 -0.1
0.3 -0.3 0.2
0.0 -0.1 -0.1
0.0 0.0 0.1
0.0 -0.3 -0.1
0.0 0.0 0.0
-0.1 0.0 0.0
0.0 0.0 0.0
0.0 -0.1 0.0
0.0 0.0 0.1
0.0 0.0 0.0
-0.3 0.2 0.1
0.0 0.0 0.1
0.0 0.0 0.0
0.0 0.0 0.0
0.1 0.0 -0.1
0.0 0.1 -0.1
0.0 0.0 0.0
0.0 0.0 0.0
0.0 0.0 0.0
-0.2 0.2 -0.2
0.1 0.0 0.3
0.1 -0.1 -0.1
0.0 -0.2 -0.1
0.0 -0.1 -0.2
-0.2 0.1 0.2
0.0 0.0 0.0
0.0 0.0 0.0
0.0 0.0 0.0
0.0 0.0 0.0
0.0 0.0 0.0
0.0 -0.1 0.0
0.0 -0.1 -0.1
0.0 0.0 0.1
0.0 -0.1 0.0
0.0 0.0 0.2
0.0 0.0 0.0
0.1 0.0 -0.1
0.0 -0.1 0.0
-0.1 0.0 0.4
0.1 0.1 -0.4
0.0 0.1 -0.1
0.0 -0.1 -0.3
0.0 0.0 0.0
0.0 0.0 -0.1
0.0 0.0 -0.1
0.0 0.0 0.1
-0.3 -0.3 -0.2
0.3 0.0 0.1
0.1 0.1 0.1
0.0 0.0 0.0
0.0 0.1 0.0
0.0 0.0 0.0
0.0 0.0 0.0
-0.1 0.0 0.0
0.0 -0.1 0.0
-0.1 0.0 0.0
0.0 0.0 0.0
0.0 0.0 0.0
0.0 0.0 0.0
0.0 0.0 0.0
0.0 0.0 0.0
0.0 0.0 0.0

Entry 2:
Entry from the OMol25 dataset: a structure of composition C21H30ClF12IO13P2 (wB97M-V/def2-TZVPD).

The HOMO-LUMO gap is 9.78 eV. As for the lowest unoccupied orbital energy: 0.164 eV. For the energy above the lowest of the compared OMol25 structures with the same formula, charge and spin, the calculation gives 343.6 kJ/mol. Its total energy is -120693.8883 eV. Its total charge is 0. The value obtained for the HOMO energy is -0.353 Ha.

Each line ends with the Löwdin charge.
Element x y z (Å)
C 0.64485 2.36458 -3.65322  0.042
C 0.35052 2.98148 -2.44662  -0.231
O -0.70211 2.63222 -1.54976  -0.181
P -0.34523 1.27559 -0.61348  0.569
O -1.37614 1.24755 0.52041  -0.295
O 1.17352 1.29457 0.10866  -0.279
C 1.55038 2.60728 0.58879  -0.205
C 3.01798 2.91272 -0.02519  -0.273
C 3.16680 4.40056 -0.58967  -0.622
I 5.21311 5.05657 -0.08232  0.700
O -0.62333 -0.10242 -1.56474  -0.455
P 0.77363 -1.08093 -1.81253  0.628
O 2.09494 -0.11285 -2.34119  -0.361
Cl 1.40088 -1.93085 0.04942  0.187
H -0.04423 1.72415 -4.26590  0.064
H 1.67060 2.58323 -4.09166  0.086
H 0.97921 3.88260 -2.15595  0.107
H 1.66911 2.66919 1.71160  0.137
H 0.86153 3.44513 0.27567  0.115
H 3.84595 2.59749 0.67904  0.064
H 3.11292 2.22134 -0.93149  0.103
H 2.38758 5.11696 -0.19523  0.059
H 3.12078 4.35212 -1.72683  0.041
H 2.78444 -0.08241 -1.64735  0.038
C -0.73432 -4.58037 -5.95682  -0.054
C 0.62317 -4.64020 -6.63005  -0.195
O 1.66181 -4.18016 -5.74914  0.027
C 2.03198 -5.03749 -4.78585  -0.379
O 1.55738 -6.12770 -4.62842  0.169
C 3.15722 -4.44698 -3.94289  -0.526
F 2.88967 -3.19330 -3.53477  0.133
F 4.31520 -4.38943 -4.62575  0.161
F 3.40205 -5.16297 -2.83821  0.165
H -0.93353 -3.57234 -5.58815  0.060
H -1.52343 -4.86762 -6.65281  0.086
H -0.78062 -5.24737 -5.09376  0.081
H 0.62993 -3.97340 -7.49452  0.125
H 0.85111 -5.64432 -6.99684  0.127
C 1.42944 0.80936 6.74312  -0.055
C 2.83139 0.23737 6.82263  -0.193
O 3.55441 0.46134 5.59987  0.027
C 4.00836 1.70881 5.40870  -0.381
O 3.84950 2.61552 6.17777  0.170
C 4.77824 1.80411 4.09600  -0.524
F 4.10205 1.26381 3.06390  0.148
F 5.95675 1.15954 4.15963  0.164
F 5.05143 3.06878 3.75058  0.154
H 0.89983 0.40264 5.87807  0.089
H 0.86594 0.57807 7.64650  0.057
H 1.44759 1.89420 6.62064  0.081
H 2.77508 -0.84425 6.95821  0.127
H 3.38696 0.63912 7.67380  0.129
C -5.61597 -0.72658 -7.85837  -0.061
C -4.25809 -0.78189 -8.53114  -0.199
O -3.22233 -0.30986 -7.65262  0.028
C -2.84564 -1.15836 -6.68453  -0.377
O -3.31133 -2.25158 -6.52006  0.165
C -1.72482 -0.55349 -5.84581  -0.527
F -2.00220 0.70073 -5.44571  0.153
F -0.56750 -0.48903 -6.53013  0.160
F -1.47447 -1.26039 -4.73621  0.146
H -5.82118 0.28330 -7.49591  0.085
H -6.40285 -1.02310 -8.55293  0.084
H -5.65845 -1.38854 -6.99128  0.076
H -4.25571 -0.12037 -9.39934  0.126
H -4.02368 -1.78660 -8.89194  0.127
C -5.35642 0.59276 7.97479  -0.063
C -3.99064 0.57995 7.31605  -0.198
O -2.97514 1.05996 8.21400  0.026
C -2.58904 0.20353 9.17176  -0.380
O -3.03118 -0.90249 9.31282  0.170
C -1.49070 0.81940 10.03208  -0.521
F -1.79971 2.05800 10.45199  0.164
F -0.32763 0.92101 9.35871  0.141
F -1.23359 0.10235 11.13300  0.167
H -5.58846 1.59133 8.35233  0.084
H -6.12891 0.29068 7.26664  0.084
H -5.39290 -0.08506 8.82987  0.075
H -3.99419 1.25634 6.45946  0.127
H -3.72958 -0.41265 6.94060  0.128

Forces on the atoms, in the same order (eV/Å):
-0.2 1.2 1.4
1.2 -0.4 -2.4
2.3 -1.7 -0.2
-4.6 0.1 4.2
2.6 0.2 -3.1
-2.1 0.5 -2.0
2.3 1.7 0.0
-0.7 -0.5 -0.8
0.1 -1.0 -0.2
-1.0 0.1 -0.3
4.0 2.3 1.5
0.4 -1.0 -1.9
-1.6 -1.0 1.9
-0.2 1.1 -0.7
0.8 0.3 1.2
-1.7 0.1 0.4
-0.9 -1.5 0.1
-0.6 -0.7 -1.2
0.4 -1.2 0.3
-1.1 0.6 -0.6
-0.1 0.9 1.2
1.2 -0.7 -0.3
0.1 0.4 1.6
-0.3 0.2 -0.3
0.1 0.0 0.4
-0.7 -0.2 -0.4
0.7 -0.1 0.6
-1.2 -0.3 -1.1
0.6 0.3 0.3
1.2 0.6 1.1
-0.3 -0.2 -0.3
-0.4 -0.2 -0.3
-0.4 -0.1 -0.5
0.0 0.0 -0.2
0.1 0.1 0.0
0.0 0.0 -0.2
0.3 0.1 0.2
0.1 0.0 0.2
0.0 0.3 -0.3
-0.6 -0.1 0.6
0.6 0.4 -0.6
-0.9 -0.5 1.4
0.4 0.0 -0.6
0.9 0.2 -1.5
-0.2 0.0 0.4
-0.3 0.0 0.4
-0.3 -0.2 0.5
0.0 -0.1 0.1
0.2 -0.1 -0.2
0.1 -0.1 0.1
0.2 0.1 -0.3
0.0 0.1 -0.2
0.0 0.0 0.4
-0.7 -0.2 -0.4
0.7 -0.1 0.6
-1.2 -0.3 -1.2
0.6 0.3 0.3
1.2 0.7 1.1
-0.3 -0.2 -0.3
-0.4 -0.2 -0.2
-0.4 -0.1 -0.4
0.0 0.0 -0.2
0.1 0.0 0.0
0.0 0.0 -0.2
0.3 0.1 0.2
0.1 0.0 0.3
0.0 0.0 0.4
-0.7 -0.2 -0.5
0.7 -0.1 0.6
-1.1 -0.3 -1.2
0.6 0.3 0.4
1.1 0.7 1.3
-0.3 -0.2 -0.3
-0.4 -0.2 -0.1
-0.4 -0.2 -0.5
0.0 0.0 -0.2
0.1 0.0 0.0
0.0 0.0 -0.2
0.3 0.1 0.2
0.1 0.0 0.3

Question: What is the formula in the first record?
Answer: C21H30Cl2N7O3S2Tl